No. 1
The following is a DFT calculation (ωB97M-V/def2-TZVPD) of C15H13O9PdS2 as an isolated structure.

Geometry as XYZ:
```
40
Properties=species:S:1:pos:R:3:lowdin_charge:R:1
Pd 0.715 -0.502 0.842 1.044
S 0.189 -2.795 1.701 0.505
S 0.194 -1.683 -1.820 0.498
O 1.139 -2.763 -1.870 -0.306
O 0.834 4.562 4.523 -0.085
O 0.252 -4.046 2.384 -0.265
O 1.352 -2.432 0.849 -0.390
O 0.741 -0.416 -1.204 -0.419
O -0.448 -1.354 -3.069 -0.325
O 0.515 1.428 1.126 -0.189
O -0.012 -1.605 2.592 -0.360
O -2.013 0.213 0.841 0.059
C 0.355 5.164 5.705 -0.105
C -2.346 -3.315 1.120 -0.078
C -1.111 3.095 4.546 -0.044
C -3.344 -0.121 2.761 -0.014
C -1.183 -2.816 0.551 -0.247
C -1.781 2.078 3.894 -0.040
C -1.192 -2.256 -0.745 -0.204
C 0.584 2.976 2.835 0.058
C 0.084 3.554 3.983 -0.284
C -3.553 -3.248 0.446 -0.088
C -3.588 -2.661 -0.804 -0.068
C -2.424 -2.184 -1.386 -0.061
C -2.191 0.517 2.005 -0.403
C -1.334 1.496 2.708 -0.105
C -0.083 1.928 2.178 -0.327
H -4.523 -2.574 -1.344 0.103
H -2.713 1.738 4.325 0.099
H -2.958 -0.709 3.596 0.092
H -2.446 -1.750 -2.374 0.104
H -2.289 -3.749 2.111 0.114
H -4.036 0.623 3.157 0.071
H -0.628 5.620 5.553 0.090
H -4.453 -3.639 0.905 0.102
H 0.292 4.444 6.525 0.091
H -1.516 3.513 5.455 0.090
H -3.871 -0.774 2.069 0.069
H 1.530 3.311 2.431 0.127
H 1.073 5.939 5.963 0.086
```

* HOMO-LUMO gap: 7.7 eV
* E_LUMO: 2.26 eV
* E_HOMO: -5.43 eV
* relative energy (zero: lowest compared OMol25 entry of this formula, charge and spin): 0.0 kJ/mol
* maximum force: 0.858 eV/Å
* net charge: -1

***

No. 2
The following is a DFT calculation (ωB97M-V/def2-TZVPD) of a 2-piece molecular cluster, C15H14Br2NO4S overall.

Geometry as XYZ:
```
37
Properties=species:S:1:pos:R:3:lowdin_charge:R:1
Br 2.370 4.772 0.441 0.789
Br 5.894 0.397 0.751 0.806
S 1.378 -3.694 -1.637 0.433
O 4.919 3.184 0.616 -0.022
O 0.206 -3.814 -0.734 -0.457
O 2.749 -4.023 -1.173 -0.447
O -4.784 1.349 0.538 -0.084
N 1.325 -2.305 -2.499 -0.269
C -0.743 0.183 0.611 -0.199
C 1.070 -4.796 -3.060 -0.206
C -3.452 0.987 0.616 -0.238
C -2.522 1.557 1.504 -0.028
C 3.961 2.425 0.653 -0.539
C 1.720 0.665 0.682 -0.190
C -2.988 -0.027 -0.245 0.006
C -1.685 -0.437 -0.232 0.008
C 4.123 0.988 0.714 -0.619
C -1.212 1.177 1.493 -0.042
C 3.068 0.156 0.718 -0.045
C 1.550 2.095 0.649 -0.074
C 0.644 -0.197 0.559 0.073
C 2.604 2.925 0.615 -0.615
C -5.172 2.380 1.417 -0.102
H -2.853 2.295 2.213 0.096
H -6.214 2.626 1.212 0.091
H 1.574 -1.449 -2.117 -0.110
H 0.108 -4.560 -3.507 0.039
H 1.846 -4.646 -3.806 0.041
H 0.857 -1.228 0.334 0.111
H 1.075 -5.834 -2.737 0.039
H -3.694 -0.465 -0.926 0.116
H 3.238 -0.907 0.762 0.122
H -1.351 -1.209 -0.903 0.116
H -0.525 1.602 2.206 0.118
H -5.085 2.038 2.449 0.094
H -4.563 3.270 1.250 0.092
H 0.564 2.518 0.571 0.095
```

* HOMO-LUMO gap: 5.2 eV
* E_LUMO: 1.14 eV
* E_HOMO: -4.02 eV
* maximum force: 4.263 eV/Å
* net charge: -1

***

No. 3
The following is a DFT calculation (ωB97M-V/def2-TZVPD) of C15H14BrN9S4Sc as an isolated structure.

Geometry as XYZ:
```
44
Properties=species:S:1:pos:R:3:lowdin_charge:R:1
Br 2.236 -1.331 -1.084 0.077
Sc -0.069 -0.794 -0.252 0.322
S -6.630 -3.041 -0.285 0.637
S -1.469 -1.326 -2.260 0.540
S -4.451 -1.513 -1.654 0.995
S -0.384 -2.757 1.381 0.605
N -4.051 2.056 1.109 0.132
N 1.086 3.392 -0.683 0.072
N -4.027 -3.756 -0.635 -0.146
N -0.057 -4.469 -0.621 0.160
N 0.533 1.377 -0.201 0.007
N 1.649 -4.401 0.916 0.137
N -0.214 3.487 -0.313 0.171
N -2.788 -3.337 -1.053 -0.007
N -1.836 0.437 0.720 0.032
C -2.898 2.558 0.669 -0.026
C -2.976 -0.058 1.188 -0.096
C -0.509 2.249 -0.031 -0.297
C -4.191 -7.499 1.244 -0.072
C -4.938 -6.012 -0.496 -0.026
C -5.085 -2.901 -0.805 -1.117
C -4.092 -5.038 0.003 -0.235
C -4.987 -7.246 0.133 -0.058
C -4.087 0.755 1.369 -0.070
C 1.525 2.141 -0.624 -0.109
C -3.339 -6.516 1.726 -0.070
C -3.291 -5.275 1.107 -0.029
C -1.796 1.752 0.463 -0.183
C 0.482 -3.963 0.465 -0.880
C -2.844 -2.179 -1.601 -1.100
H -5.553 -5.805 -1.363 0.117
H 2.216 -5.042 0.385 0.131
H 2.521 1.809 -0.871 0.131
H 0.422 -5.165 -1.170 0.138
H -2.846 3.622 0.472 0.132
H -5.023 0.337 1.717 0.129
H -2.650 -4.486 1.487 0.069
H -4.243 -8.461 1.738 0.109
H -3.003 -1.114 1.426 0.109
H 2.073 -3.931 1.697 0.111
H 1.585 4.219 -0.971 0.178
H -5.647 -8.013 -0.251 0.112
H -2.722 -6.708 2.595 0.107
H -0.990 -4.159 -0.909 0.059
```

* HOMO-LUMO gap: 6.5 eV
* E_LUMO: -3.98 eV
* E_HOMO: -10.45 eV
* maximum force: 0.641 eV/Å
* net charge: +1

***

No. 4
The following is a DFT calculation (ωB97M-V/def2-TZVPD) of an isolated ion of composition C15H14Cl2N5O and charge +1.

Geometry as XYZ:
```
37
Properties=species:S:1:pos:R:3:lowdin_charge:R:1
Cl 5.194 2.469 1.731 0.695
Cl 5.627 5.318 1.145 0.711
O -2.017 -3.296 3.996 -0.117
N 1.096 0.919 -2.050 0.052
N 1.419 2.338 -2.017 0.006
N 0.061 2.023 -3.709 0.087
N 0.337 0.838 -3.265 0.126
N 0.808 2.927 -2.978 0.134
C 4.143 3.138 0.503 -0.615
C 2.405 3.091 -1.343 -0.140
C -2.025 -1.123 2.757 -0.006
C 2.605 4.520 -1.436 0.014
C -0.920 -0.201 -0.856 -0.127
C 4.370 4.494 0.236 -0.642
C 0.570 0.092 -0.922 -0.120
C 3.531 5.165 -0.624 -0.084
C -1.436 -2.939 5.225 -0.074
C -1.176 -2.469 0.440 -0.048
C 3.297 2.411 -0.402 0.031
C -1.690 -0.431 1.626 -0.053
C -1.921 -2.561 2.795 -0.177
C -1.249 -1.045 0.413 -0.181
C -1.399 -3.146 1.596 -0.011
H -1.595 -3.731 5.923 0.089
H 0.851 0.525 0.024 0.123
H -2.495 -0.561 3.598 0.132
H 3.569 6.249 -0.647 0.127
H -1.145 -0.658 -1.769 0.091
H -1.160 -4.207 1.597 0.123
H -1.952 -1.990 5.456 0.087
H 1.940 5.171 -2.078 0.141
H -1.431 0.721 -0.713 0.106
H -0.659 -2.963 -0.389 0.122
H -0.397 -2.615 5.212 0.092
H -1.823 0.588 1.644 0.083
H 3.152 1.390 -0.215 0.085
H 1.095 -0.874 -0.926 0.140
```

* HOMO-LUMO gap: 4.9 eV
* E_LUMO: -6.25 eV
* SMILES: COc1ccc(CCn2nnn[n+]2-c2ccc(Cl)c(Cl)c2)cc1
* E_HOMO: -11.20 eV
* relative energy (zero: lowest compared OMol25 entry of this formula, charge and spin): 271.6 kJ/mol
* maximum force: 4.842 eV/Å
* net charge: +1

***

No. 5
The following is a DFT calculation (ωB97M-V/def2-TZVPD) of one molecule with the formula C15H14ClFN2S.

Geometry as XYZ:
```
34
Properties=species:S:1:pos:R:3:lowdin_charge:R:1
Cl -2.446 1.106 -1.481 0.721
S 2.941 -2.728 -0.834 0.648
F -1.737 -3.103 -1.765 0.070
N 1.738 -0.812 0.543 -0.006
N 0.423 -2.573 -0.243 0.060
C 0.119 3.573 0.306 -0.073
C 1.647 -1.977 -0.137 -0.862
C 1.400 1.768 -0.643 -0.239
C -3.216 -2.029 -0.277 -0.036
C -1.061 -1.474 1.390 -0.028
C -1.055 3.014 -0.167 -0.108
C -3.415 -1.330 0.902 -0.103
C -2.339 -1.066 1.731 -0.084
C -0.991 1.834 -0.889 -0.648
C 0.223 1.215 -1.136 -0.078
C 2.694 1.024 -0.796 -0.123
C -0.827 -2.139 0.187 -0.182
C -1.940 -2.419 -0.615 -0.223
C 1.335 2.953 0.080 -0.040
C 2.874 0.064 0.397 -0.207
H -4.033 -2.266 -0.940 0.122
H 2.689 0.436 -1.715 0.114
H -2.493 -0.545 2.664 0.106
H 0.865 -0.326 0.708 0.099
H 3.760 -0.556 0.246 0.073
H 2.980 0.634 1.324 0.124
H 3.538 1.712 -0.824 0.119
H -4.406 -1.005 1.173 0.106
H 2.244 3.392 0.465 0.114
H 0.250 0.307 -1.720 0.118
H -2.007 3.486 0.015 0.103
H -0.250 -1.316 2.083 0.117
H 0.081 4.498 0.862 0.106
H 0.417 -3.354 -0.889 0.120
```

* HOMO-LUMO gap: 9.0 eV
* E_LUMO: 0.67 eV
* SMILES: Fc1ccccc1NC(=S)NCCc1cccc(Cl)c1
* E_HOMO: -8.28 eV
* relative energy (zero: lowest compared OMol25 entry of this formula, charge and spin): 0.0 kJ/mol
* maximum force: 0.662 eV/Å

***

No. 6
The following is a DFT calculation (ωB97M-V/def2-TZVPD) of C15H14ClMnO5 as an isolated structure.

Geometry as XYZ:
```
36
Properties=species:S:1:pos:R:3:lowdin_charge:R:1
Mn 0.873 -0.571 0.153 1.053
Cl 0.187 -3.822 -1.622 0.817
O 1.645 0.632 3.787 0.187
O -1.575 -2.260 2.667 0.190
O 1.600 0.118 1.612 -0.083
O -0.661 1.112 0.259 -0.120
O -0.293 -1.618 0.961 -0.087
C 0.837 -2.435 -2.390 -0.586
C 1.056 0.560 2.753 -0.491
C 0.493 -2.153 -3.698 -0.060
C -1.929 0.638 0.798 -0.222
C -1.494 0.092 2.177 -0.074
C -2.726 1.930 0.968 -0.072
C -1.103 -1.388 2.005 -0.484
C 1.842 -0.143 -3.648 -0.037
C 1.751 -1.593 -1.689 -0.368
C -1.613 2.936 1.356 -0.073
C 2.220 -0.426 -2.354 -0.027
C 0.997 -1.020 -4.323 -0.010
C -0.372 2.045 1.341 -0.222
C 2.254 -1.915 -0.371 -0.047
C -0.373 1.106 2.569 -0.075
H -3.201 2.205 0.028 0.125
H 2.952 0.197 -1.850 0.134
H 0.735 -0.823 -5.354 0.128
H -0.166 -2.826 -4.230 0.124
H 3.223 -1.500 -0.101 0.114
H -2.300 0.089 2.905 0.166
H 2.117 -2.932 -0.026 0.088
H -3.496 1.829 1.728 0.129
H -0.613 1.619 3.496 0.166
H -1.517 3.730 0.619 0.125
H -1.768 3.388 2.332 0.129
H 0.567 2.559 1.158 0.169
H 2.223 0.737 -4.148 0.124
H -2.372 -0.097 0.131 0.169
```

* spin multiplicity: 4
* HOMO-LUMO gap (alpha / beta): 7.0 / 8.5 eV
* E_LUMO (alpha / beta): -6.39 / -4.70 eV
* E_HOMO (alpha / beta): -13.35 / -13.20 eV
* ⟨S²⟩: 4.197
* maximum force: 1.620 eV/Å
* net charge: +1